One molecule with the formula C24H29NO4. Source: OMol25; level of theory: wB97M-V/def2-TZVPD.

Element x y z (Å)
C (-0.932, 6.364, -0.537)
C (-0.651, 4.933, -0.968)
O (0.170, 4.350, 0.029)
C (0.811, 3.166, -0.186)
C (1.876, 2.925, 0.677)
C (2.606, 1.755, 0.625)
C (2.295, 0.788, -0.317)
C (1.242, 1.024, -1.191)
C (0.479, 2.183, -1.138)
O (-0.613, 2.408, -1.939)
C (-0.886, 1.543, -3.022)
C (0.078, 1.731, -4.191)
H (1.096, 1.489, -3.898)
H (0.052, 2.764, -4.529)
H (-0.216, 1.082, -5.012)
H (-0.903, 0.497, -2.693)
H (-1.899, 1.821, -3.329)
H (1.011, 0.257, -1.913)
C (3.071, -0.500, -0.407)
C (2.216, -1.686, -0.766)
N (2.571, -2.337, -1.847)
C (1.868, -3.409, -2.231)
C (0.774, -3.875, -1.555)
C (0.355, -3.196, -0.393)
C (-0.768, -3.602, 0.358)
C (-1.165, -2.909, 1.469)
C (-0.422, -1.751, 1.882)
C (0.684, -1.363, 1.176)
C (1.098, -2.063, 0.022)
H (1.252, -0.502, 1.482)
O (-0.909, -1.147, 2.995)
C (-0.406, 0.117, 3.378)
C (-0.883, 1.240, 2.463)
H (-1.970, 1.269, 2.452)
H (-0.530, 1.090, 1.445)
H (-0.505, 2.194, 2.820)
H (-0.800, 0.265, 4.388)
H (0.690, 0.101, 3.435)
O (-2.238, -3.184, 2.249)
C (-3.003, -4.346, 2.007)
C (-2.320, -5.615, 2.511)
H (-2.972, -6.469, 2.355)
H (-1.382, -5.786, 1.990)
H (-2.109, -5.519, 3.573)
H (-3.252, -4.433, 0.942)
H (-3.929, -4.179, 2.564)
H (-1.308, -4.472, 0.015)
H (0.231, -4.743, -1.898)
H (2.227, -3.890, -3.132)
H (3.839, -0.413, -1.181)
H (3.576, -0.689, 0.544)
H (3.421, 1.600, 1.317)
H (2.107, 3.691, 1.401)
H (-0.136, 4.922, -1.936)
H (-1.589, 4.374, -1.065)
H (-1.573, 6.851, -1.267)
H (-0.001, 6.919, -0.451)
H (-1.427, 6.368, 0.431)

Properties
* HOMO energy: -7.925 eV
* orbital gap: 0.3182 hartree
* net charge: 0

Atom charges from the Löwdin analysis, given in e for atoms 1 to 2:
1. C -0.07
2. C -0.25

---

A 8-piece molecular cluster, C24H64O8 overall. Source: OMol25; level of theory: wB97M-V/def2-TZVPD.

Element x y z (Å)
C (-3.131, 0.426, -2.875)
C (-3.312, -0.993, -2.437)
C (-1.961, -1.578, -2.058)
O (-4.038, -0.843, -1.294)
H (-4.014, 0.876, -3.330)
H (-2.346, 0.522, -3.625)
H (-2.861, 1.127, -2.086)
H (-3.845, -1.552, -3.206)
H (-1.276, -1.708, -2.896)
H (-2.060, -2.545, -1.565)
H (-1.574, -0.900, -1.298)
H (-4.417, -1.626, -0.888)
C (-1.965, 4.625, -2.529)
C (-3.535, 4.647, -2.511)
C (-4.121, 5.253, -1.195)
O (-3.887, 5.534, -3.498)
H (-1.527, 5.603, -2.332)
H (-1.606, 4.209, -3.470)
H (-1.575, 3.975, -1.746)
H (-3.912, 3.646, -2.718)
H (-3.810, 4.660, -0.335)
H (-5.205, 5.288, -1.086)
H (-3.748, 6.251, -0.967)
H (-3.436, 6.365, -3.334)
C (1.376, -2.218, 3.829)
C (1.844, -0.775, 3.806)
C (0.766, 0.111, 4.372)
O (2.951, -0.554, 4.649)
H (1.361, -2.544, 4.869)
H (2.010, -2.910, 3.275)
H (0.420, -2.307, 3.311)
H (2.129, -0.582, 2.772)
H (0.432, -0.188, 5.365)
H (-0.121, 0.162, 3.740)
H (1.058, 1.155, 4.491)
H (3.177, 0.335, 4.368)
C (-0.098, -4.157, 0.628)
C (0.420, -5.526, 0.370)
C (1.554, -5.909, 1.319)
O (-0.598, -6.412, 0.643)
H (-1.050, -3.989, 0.125)
H (0.552, -3.377, 0.229)
H (-0.279, -4.050, 1.697)
H (0.662, -5.644, -0.687)
H (1.394, -5.629, 2.360)
H (2.439, -5.395, 0.945)
H (1.801, -6.971, 1.306)
H (-0.817, -6.308, 1.572)
C (0.961, 2.441, -4.932)
C (0.820, 1.698, -3.556)
C (1.575, 0.408, -3.523)
O (1.168, 2.565, -2.551)
H (0.546, 3.443, -4.827)
H (0.487, 1.893, -5.746)
H (1.972, 2.643, -5.287)
H (-0.236, 1.465, -3.417)
H (1.311, -0.251, -4.350)
H (1.398, -0.094, -2.572)
H (2.630, 0.673, -3.592)
H (1.183, 2.032, -1.753)
C (6.484, 1.117, 0.584)
C (5.104, 1.264, -0.050)
C (5.119, 1.538, -1.483)
O (4.372, 0.097, 0.139)
H (7.083, 2.017, 0.448)
H (7.114, 0.413, 0.041)
H (6.407, 0.778, 1.618)
H (4.601, 2.097, 0.442)
H (4.095, 1.552, -1.856)
H (5.637, 0.763, -2.049)
H (5.526, 2.522, -1.719)
H (4.653, -0.574, -0.488)
C (-2.903, -1.848, 2.157)
C (-3.643, -1.920, 3.573)
C (-2.789, -1.324, 4.709)
O (-4.771, -1.090, 3.462)
H (-2.784, -0.855, 1.723)
H (-3.466, -2.368, 1.382)
H (-1.892, -2.233, 2.286)
H (-3.929, -2.950, 3.787)
H (-3.409, -1.170, 5.592)
H (-2.462, -0.306, 4.500)
H (-1.896, -1.930, 4.865)
H (-4.473, -0.215, 3.202)
C (-0.354, 1.646, 0.161)
C (0.979, 0.968, 0.481)
C (0.914, -0.562, 0.348)
O (2.018, 1.416, -0.337)
H (-1.199, 1.049, 0.505)
H (-0.462, 1.698, -0.923)
H (-0.425, 2.667, 0.535)
H (1.292, 1.274, 1.479)
H (1.885, -1.029, 0.507)
H (0.616, -0.958, -0.622)
H (0.160, -0.946, 1.035)
H (2.759, 0.905, -0.003)

Properties
* HOMO energy: -9.594 eV
* orbital gap: 0.3661 hartree
* net charge: 0

Atom charges from the Löwdin analysis, given in e for atoms 1 to 2:
1. C -0.07
2. C -0.53

---

A 11-piece molecular cluster, C44H88O33 overall. Source: OMol25; level of theory: wB97M-V/def2-TZVPD.

Element x y z (Å)
C (10.545, -11.006, 9.426)
C (11.259, -12.180, 8.824)
O (10.978, -12.517, 7.495)
C (9.991, -13.332, 7.176)
O (9.134, -13.745, 7.941)
O (10.274, -13.824, 5.871)
C (9.561, -14.875, 5.281)
H (9.469, -11.051, 9.262)
H (10.913, -10.097, 8.951)
H (10.653, -10.993, 10.511)
H (11.246, -13.043, 9.489)
H (12.287, -11.823, 8.886)
H (10.202, -15.228, 4.473)
H (8.704, -14.658, 4.643)
H (9.396, -15.711, 5.960)
C (17.745, -24.300, 9.578)
C (17.256, -23.983, 10.999)
O (16.466, -25.031, 11.495)
C (16.527, -25.412, 12.795)
O (17.171, -24.908, 13.628)
O (15.750, -26.532, 12.981)
C (15.554, -27.113, 14.264)
H (18.294, -25.240, 9.516)
H (18.455, -23.492, 9.399)
H (16.875, -24.349, 8.924)
H (16.753, -23.020, 11.087)
H (18.178, -23.848, 11.563)
H (16.546, -27.226, 14.701)
H (14.995, -28.039, 14.133)
H (14.923, -26.501, 14.909)
C (19.204, -13.950, 2.149)
C (17.702, -14.270, 2.261)
O (17.169, -14.856, 3.479)
C (16.989, -14.069, 4.524)
O (16.969, -12.814, 4.404)
O (16.637, -14.800, 5.608)
C (16.246, -14.194, 6.822)
H (19.607, -13.994, 1.137)
H (19.678, -14.726, 2.751)
H (19.429, -12.969, 2.566)
H (17.369, -14.879, 1.420)
H (17.260, -13.301, 2.030)
H (15.437, -14.655, 7.389)
H (15.938, -13.149, 6.794)
H (17.182, -14.218, 7.381)
C (5.947, -12.176, 14.199)
C (5.177, -12.187, 15.469)
O (4.636, -13.447, 15.764)
C (3.437, -13.852, 15.383)
O (2.531, -13.155, 14.903)
O (3.360, -15.167, 15.471)
C (2.215, -15.837, 15.032)
H (5.432, -12.637, 13.357)
H (6.884, -12.682, 14.431)
H (6.169, -11.181, 13.812)
H (4.450, -11.376, 15.505)
H (5.927, -11.999, 16.237)
H (1.320, -15.427, 15.501)
H (2.210, -16.903, 15.259)
H (1.964, -15.665, 13.985)
C (21.872, -25.494, 23.640)
C (20.451, -25.854, 23.463)
O (19.955, -24.976, 22.418)
C (18.731, -25.115, 21.837)
O (18.046, -26.144, 22.032)
O (18.374, -24.026, 21.137)
C (17.059, -24.049, 20.475)
H (22.369, -25.943, 24.499)
H (21.933, -24.440, 23.912)
H (22.448, -25.765, 22.756)
H (19.874, -25.623, 24.358)
H (20.339, -26.905, 23.195)
H (16.378, -23.544, 21.160)
H (16.598, -24.997, 20.198)
H (17.034, -23.446, 19.567)
C (4.152, -16.642, 10.091)
C (2.711, -16.584, 9.610)
O (2.260, -17.889, 9.292)
C (1.094, -18.037, 8.549)
O (0.424, -17.128, 7.995)
O (0.845, -19.343, 8.504)
C (-0.426, -19.828, 8.027)
H (4.878, -17.097, 9.417)
H (4.040, -17.074, 11.085)
H (4.496, -15.616, 10.222)
H (2.569, -15.844, 8.823)
H (2.094, -16.193, 10.419)
H (-0.552, -19.635, 6.961)
H (-1.292, -19.406, 8.537)
H (-0.311, -20.912, 8.025)
C (20.337, -19.394, 21.091)
C (21.636, -20.059, 20.633)
O (21.379, -20.825, 19.466)
C (22.115, -21.919, 19.100)
O (23.106, -22.358, 19.641)
O (21.539, -22.372, 18.017)
C (21.574, -23.808, 17.654)
H (19.716, -18.918, 20.333)
H (20.705, -18.605, 21.747)
H (19.623, -20.016, 21.632)
H (22.160, -20.636, 21.396)
H (22.371, -19.289, 20.399)
H (20.893, -24.533, 18.098)
H (22.554, -24.235, 17.870)
H (21.477, -23.909, 16.573)
C (24.333, -13.880, 11.493)
C (23.371, -13.727, 10.357)
O (22.972, -15.004, 9.766)
C (21.805, -15.594, 10.064)
O (20.927, -15.115, 10.831)
O (21.774, -16.816, 9.436)
C (20.765, -17.735, 9.808)
H (25.029, -13.046, 11.591)
H (24.975, -14.739, 11.298)
H (23.797, -14.075, 12.422)
H (24.012, -13.356, 9.557)
H (22.499, -13.080, 10.447)
H (20.330, -17.535, 10.787)
H (21.181, -18.731, 9.961)
H (19.882, -17.830, 9.176)
C (11.212, -16.932, 12.917)
C (12.614, -17.223, 12.534)
O (13.390, -17.660, 13.642)
C (14.667, -18.089, 13.393)
O (15.177, -18.160, 12.302)
O (15.257, -18.287, 14.647)
C (16.429, -19.124, 14.830)
H (11.163, -16.328, 13.823)
H (10.500, -17.751, 12.816)
H (10.796, -16.319, 12.118)
H (13.003, -16.329, 12.048)
H (12.555, -17.993, 11.765)
H (16.990, -18.811, 13.950)
H (16.122, -20.152, 14.641)
H (16.975, -18.985, 15.763)
C (14.806, -20.049, 6.144)
C (15.208, -20.723, 4.892)
O (16.627, -20.579, 4.726)
C (17.282, -21.472, 3.959)
O (16.719, -22.394, 3.425)
O (18.588, -21.230, 4.004)
C (19.626, -21.871, 3.218)
H (15.414, -20.364, 6.992)
H (13.738, -20.206, 6.294)
H (14.879, -18.961, 6.145)
H (14.620, -20.338, 4.059)
H (14.836, -21.747, 4.877)
H (20.041, -21.131, 2.533)
H (19.267, -22.758, 2.696)
H (20.545, -22.162, 3.726)
C (28.079, -22.220, 15.971)
C (27.793, -20.829, 16.449)
O (26.732, -20.348, 15.700)
C (25.811, -19.472, 16.102)
O (25.884, -18.850, 17.182)
O (24.813, -19.411, 15.190)
C (23.661, -18.688, 15.509)
H (28.499, -22.149, 14.968)
H (27.205, -22.866, 16.053)
H (28.830, -22.656, 16.630)
H (28.628, -20.135, 16.352)
H (27.451, -20.871, 17.483)
H (23.332, -18.854, 16.534)
H (22.770, -19.094, 15.029)
H (23.847, -17.623, 15.376)

Properties
* HOMO energy: -10.546 eV
* orbital gap: 0.3912 hartree
* net charge: 0

Atom charges from the Löwdin analysis, given in e for atoms 1 to 2:
1. C -0.07
2. C -0.25

---

One molecule with the formula C3H4O3. Source: OMol25; level of theory: wB97M-V/def2-TZVPD.

Element x y z (Å)
O (0.651, -0.553, -1.456)
C (-0.439, -0.408, -0.941)
C (-0.635, 0.816, -0.023)
O (0.628, 0.884, 0.653)
C (1.008, -0.384, 0.850)
O (0.215, -1.305, 0.831)
H (-1.298, -1.044, -1.185)
H (-0.727, 1.707, -0.649)
H (-1.468, 0.762, 0.690)
H (2.075, -0.503, 1.018)

Properties
* HOMO energy: -10.151 eV
* orbital gap: 0.4014 hartree
* net charge: 0

Atom charges from the Löwdin analysis, given in e for atoms 1 to 2:
1. O 0.04
2. C -0.26

---

C5H9NO2 as an isolated structure. Source: OMol25; level of theory: wB97M-V/def2-TZVPD.

Element x y z (Å)
C (0.467, 0.302, -0.237)
C (1.201, 1.383, 0.525)
C (-1.255, 0.255, 0.415)
N (0.573, 0.421, -1.661)
C (0.388, -0.970, 0.317)
C (0.542, -2.254, 0.465)
O (-1.996, -0.295, -0.655)
O (-1.602, 1.299, 0.988)
H (-2.919, -0.096, -0.448)
H (-0.139, -0.139, -2.119)
H (0.413, 1.388, -1.924)
H (-1.060, -0.674, 1.166)
H (0.705, 2.339, 0.349)
H (2.236, 1.439, 0.186)
H (1.168, 1.199, 1.597)
H (-0.184, -2.899, 0.943)
H (1.462, -2.698, 0.094)

Properties
* HOMO energy: -7.784 eV
* orbital gap: 0.2836 hartree
* net charge: 0

Atom charges from the Löwdin analysis, given in e for atoms 1 to 2:
1. C -0.45
2. C -0.02

---

One molecule with the formula C5H6O2. Source: OMol25; level of theory: wB97M-V/def2-TZVPD.

Element x y z (Å)
O (-1.635, -1.405, -1.579)
C (-1.651, -0.569, -0.706)
C (-0.591, 0.526, -0.579)
O (-0.569, 1.149, 0.724)
C (0.837, 0.831, 0.872)
C (0.979, -0.644, 0.992)
C (0.815, 0.092, -0.392)
H (-2.442, -0.533, 0.066)
H (-0.691, 1.252, -1.391)
H (1.477, 1.618, 1.239)
H (1.692, -1.198, 0.439)
H (0.154, -1.200, 1.436)
H (1.626, 0.080, -1.121)

Properties
* HOMO energy: -9.724 eV
* orbital gap: 0.3895 hartree
* net charge: 0

Atom charges from the Löwdin analysis, given in e for atoms 1 to 2:
1. O 0.07
2. C -0.18

---

C34H42NO4V as an isolated structure. Source: OMol25; level of theory: wB97M-V/def2-TZVPD.

Element x y z (Å)
O (-0.862, -0.518, -3.732)
C (-0.933, 0.754, -4.478)
C (-0.736, 0.155, -5.835)
H (-0.092, 1.405, -4.193)
H (-1.941, 1.189, -4.384)
C (-0.720, -1.158, -5.084)
H (0.192, 0.405, -6.341)
H (-1.573, 0.240, -6.521)
C (0.607, -1.859, -5.268)
H (1.450, -1.220, -4.958)
H (0.704, -2.135, -6.325)
H (0.608, -2.797, -4.714)
C (-1.953, -1.967, -5.414)
H (-2.859, -1.363, -5.230)
H (-1.961, -2.869, -4.799)
H (-1.887, -2.264, -6.472)
V (-1.082, -0.883, -1.182)
C (-2.781, -1.416, 0.024)
C (-2.838, -0.013, 0.279)
C (-3.308, 0.621, -0.899)
H (-2.704, 0.461, 1.252)
C (-3.420, -0.349, -1.936)
C (-3.100, -1.630, -1.383)
H (-3.226, -2.582, -1.895)
H (-2.614, -2.153, 0.796)
H (-3.606, 1.666, -0.965)
H (-3.891, -0.231, -2.912)
C (0.025, -2.449, 0.070)
C (-0.664, -3.024, -1.051)
C (-0.017, -2.544, -2.232)
H (-1.456, -3.771, -1.043)
C (1.202, -1.881, -1.835)
C (1.213, -1.826, -0.422)
H (2.027, -1.491, 0.223)
H (-0.200, -2.642, 1.114)
H (-0.300, -2.840, -3.230)
H (2.044, -1.661, -2.499)
O (1.927, 2.815, -3.350)
C (1.289, 2.153, -2.220)
C (-0.243, 2.469, -2.191)
H (1.714, 2.569, -1.287)
H (1.530, 1.085, -2.241)
C (-0.371, 3.638, -3.185)
H (-0.533, 2.752, -1.174)
H (-0.921, 1.650, -2.432)
C (1.094, 3.972, -3.570)
H (-0.720, 4.489, -2.599)
H (-1.050, 3.470, -4.049)
H (1.457, 4.745, -2.871)
H (1.179, 4.315, -4.612)
C (4.407, 0.625, 5.441)
C (3.497, -0.450, 4.922)
C (4.067, -1.614, 4.397)
C (3.257, -2.632, 3.879)
C (1.873, -2.499, 3.924)
C (1.300, -1.311, 4.412)
N (-0.071, -1.156, 4.281)
C (-0.797, 0.036, 4.092)
C (-1.707, 0.414, 5.099)
C (-2.276, 1.684, 5.102)
C (-1.904, 2.626, 4.136)
C (-1.068, 2.232, 3.093)
C (-0.549, 0.941, 3.029)
C (0.222, 0.559, 1.772)
O (1.292, -0.062, 1.920)
O (-0.288, 0.896, 0.642)
C (2.106, -0.345, 5.056)
C (1.507, 0.819, 5.762)
H (4.138, 1.591, 5.004)
H (4.364, 0.723, 6.533)
H (5.442, 0.397, 5.168)
H (5.159, -1.718, 4.339)
H (3.699, -3.552, 3.486)
H (1.220, -3.261, 3.488)
H (-0.629, -2.004, 4.226)
H (-1.916, -0.299, 5.900)
H (-2.992, 1.952, 5.878)
H (-2.307, 3.642, 4.135)
H (-0.807, 2.912, 2.278)
H (1.265, 1.635, 5.068)
H (0.595, 0.538, 6.286)
H (2.207, 1.201, 6.506)

Properties
* HOMO energy (alpha / beta): -3.133 / -4.676 eV
* orbital gap (alpha / beta): 0.2071 / 0.2635 hartree
* net charge: -1
* 2S+1: 4

Atom charges from the Löwdin analysis, given in e for atoms 1 to 2:
1. O -0.15
2. C -0.17

---

Number 1: strongest force on any atom 0.67 eV Å⁻¹. Number 2: strongest force on any atom 3.26 eV Å⁻¹. Number 3: strongest force on any atom 4.47 eV Å⁻¹. Number 4: strongest force on any atom 1.51 eV Å⁻¹. Number 5: strongest force on any atom 2.30 eV Å⁻¹. Number 6: strongest force on any atom 2.74 eV Å⁻¹. Number 7: strongest force on any atom 2.84 eV Å⁻¹.